{
  "formula": "C25H33FNO5",
  "method": "ωB97M-V/def2-TZVPD",
  "e_homo_ev": -11.46,
  "charge": 1,
  "orbital_gap_ev": 6.789,
  "smiles": "CCCc1c(C(=O)OF)cc(COc2cc(C)ccc2C(C)C)[n+](C[C@H](C)O)c1CC=O",
  "elements": ["C", "H", "H", "C", "C", "C", "C", "C", "C", "C", "C", "C", "C", "O", "H", "C", "H", "H", "H", "H", "H", "O", "C", "C", "H", "C", "O", "H", "H", "F", "C", "H", "C", "H", "C", "H", "C", "H", "H", "H", "H", "H", "H", "H", "C", "H", "H", "C", "C", "H", "H", "O", "C", "C", "N", "H", "H", "H", "H", "H", "C", "H", "O", "H", "H"],
  "positions_angstrom": [[1.012, -2.595, -3.302], [2.207, -3.556, -1.775], [0.723, -1.632, 5.104], [1.057, 0.175, -1.649], [0.434, 1.361, -2.061], [1.192, 2.553, -2.583], [-1.660, 0.360, -1.425], [-1.455, 1.424, 3.215], [0.892, 3.693, -0.255], [-2.504, 0.005, 1.618], [0.142, -3.228, 3.025], [2.547, 0.028, -1.764], [3.222, 0.623, -0.532], [0.342, -4.248, -1.696], [0.856, 2.726, -3.601], [1.009, -2.103, -0.748], [1.975, -1.870, -0.325], [0.457, -2.600, 0.034], [1.891, 3.709, 0.171], [-2.868, -1.644, -0.501], [-0.453, -4.146, -2.226], [-1.656, 3.077, -3.655], [-1.010, -0.774, -0.991], [1.210, -3.144, -1.904], [0.382, 4.558, 0.158], [-1.795, 2.575, -2.391], [-1.552, -2.105, 1.008], [0.549, -3.812, 2.202], [-0.025, -2.311, -3.472], [-1.214, 2.019, -4.482], [-0.456, 0.473, 3.375], [-0.935, -3.309, 2.959], [-1.489, -0.930, 1.777], [-4.052, 2.216, 1.213], [-0.961, 1.417, -1.967], [1.696, -1.791, -3.555], [-0.443, -0.742, 2.684], [-1.633, -2.824, -0.880], [2.754, 1.480, -0.023], [0.327, 2.823, 0.071], [0.089, 4.382, -2.151], [1.412, -1.706, 2.185], [0.320, 0.712, 4.080], [0.461, -3.708, 3.944], [0.961, 3.857, -1.778], [1.801, 4.510, -1.994], [-3.328, -0.174, 0.941], [-1.818, -1.888, -0.367], [1.408, -1.494, 4.272], [2.258, 2.387, -2.651], [1.882, -0.521, 4.305], [-2.576, 3.092, -1.688], [-3.610, 2.202, 2.204], [-2.504, 1.195, 2.332], [0.328, -0.857, -1.139], [2.165, -2.266, 4.370], [-3.284, 3.186, 2.516], [2.859, -1.006, -1.799], [1.221, -3.403, -3.999], [-1.420, 2.331, 3.797], [0.653, -1.764, 2.962], [-4.398, 1.913, 2.901], [4.221, 0.157, -0.087], [-2.729, 0.452, -1.327], [2.912, 0.477, -2.678]]
}